one | Molecular formula: C16H23AuBrIN2O2P2
Method: DFT, the ωB97M-V functional and the def2-TZVPD basis

Computed properties:
total charge	+2
HOMO-LUMO gap	6.1	eV
LUMO	-7.8563	eV

Element x y z (Å)
Au (0.61169, 0.46974, -0.52894)
C (0.57335, 0.46451, -3.89353)
P (-0.36846, 1.09267, -2.51234)
C (-2.04251, 0.44056, -2.59402)
C (-0.44155, 2.91055, -2.52112)
C (-0.83537, 3.39894, -1.12544)
P (0.30162, 2.66700, 0.09964)
C (1.85164, 3.58272, 0.04496)
C (-0.39850, 2.85262, 1.74404)
H (0.06615, 0.75860, -4.81646)
H (0.62186, -0.62173, -3.82093)
H (1.58451, 0.86974, -3.88413)
H (-2.56671, 0.91239, -3.42816)
H (-2.58678, 0.62071, -1.66768)
H (-1.99224, -0.63357, -2.77423)
H (-1.14450, 3.24161, -3.28817)
H (0.54624, 3.28097, -2.80672)
H (-1.84740, 3.07469, -0.86838)
H (-0.81286, 4.48783, -1.05324)
H (1.65001, 4.64127, 0.22106)
H (2.34373, 3.46540, -0.91998)
H (2.51972, 3.21917, 0.82632)
H (-0.55123, 3.91130, 1.96357)
H (0.29111, 2.44217, 2.48230)
H (-1.35612, 2.33429, 1.79686)
Br (2.75207, -0.07230, 0.87271)
C (2.04627, -1.79881, 1.42113)
C (2.21843, -2.10387, 2.75477)
C (1.75512, -3.33131, 3.21317)
C (1.15451, -4.21447, 2.33156)
C (1.02018, -3.88028, 0.99222)
C (1.45643, -2.65223, 0.49613)
C (1.24654, -2.46929, -0.99393)
O (1.33351, -3.42113, -1.71521)
O (0.89420, -1.28474, -1.51596)
H (2.72111, -1.41761, 3.42231)
H (1.88492, -3.59505, 4.25397)
H (0.80594, -5.17657, 2.68085)
H (0.58468, -4.57823, 0.28999)
I (-4.00995, -3.63377, 1.13445)
C (-2.59983, -2.16388, 1.41680)
C (-2.26234, -1.52639, 2.58950)
N (-1.28128, -0.65306, 2.29167)
N (-0.94913, -0.69037, 0.98913)
C (-1.74625, -1.60922, 0.45449)
H (-2.63655, -1.64086, 3.59324)
H (-0.74817, -0.09912, 2.93964)
H (-1.65780, -1.87157, -0.58792)



two | Molecular formula: C16H23AuBrIN2O2P2
Method: DFT, the ωB97M-V functional and the def2-TZVPD basis

Computed properties:
total charge	+2
HOMO-LUMO gap	4.8	eV
LUMO	-9.0316	eV

Element x y z (Å)
Au (-0.19435, -1.18518, -0.72046)
C (2.81113, -2.27699, -1.97436)
P (2.10792, -1.29482, -0.65506)
C (2.91607, 0.28894, -0.63123)
C (2.48315, -2.14521, 0.90076)
C (1.62599, -1.54376, 1.99935)
P (-0.13933, -1.73133, 1.59439)
C (-0.58486, -3.42769, 1.99597)
C (-1.02974, -0.62068, 2.66867)
H (3.88363, -2.33897, -1.77822)
H (2.64775, -1.79745, -2.94004)
H (2.37947, -3.27698, -2.00162)
H (3.97142, 0.12088, -0.40329)
H (2.45611, 0.94005, 0.10761)
H (2.80893, 0.76839, -1.60424)
H (3.55112, -2.04621, 1.10764)
H (2.27417, -3.21052, 0.77148)
H (1.81658, -0.47333, 2.11676)
H (1.79924, -2.02237, 2.96532)
H (-0.20161, -3.65989, 2.99206)
H (-0.16165, -4.12421, 1.27407)
H (-1.67025, -3.53403, 2.00733)
H (-0.87767, -1.00282, 3.68189)
H (-2.09504, -0.59601, 2.43611)
H (-0.62693, 0.38825, 2.56948)
Br (0.88953, 2.71782, 1.92406)
C (0.53879, 3.72795, 0.33355)
C (1.02352, 5.02214, 0.30603)
C (0.73135, 5.82749, -0.78620)
C (-0.05705, 5.34481, -1.81912)
C (-0.54819, 4.05002, -1.77377)
C (-0.22803, 3.21067, -0.70858)
C (-0.74223, 1.81613, -0.73030)
O (-1.91451, 1.54553, -0.57116)
O (0.20821, 0.91608, -0.96161)
H (1.60854, 5.40397, 1.13124)
H (1.10398, 6.84245, -0.81125)
H (-0.29937, 5.98191, -2.65939)
H (-1.18071, 3.67813, -2.56992)
I (-6.29029, -0.55456, -1.43630)
C (-4.43177, -1.35361, -1.13805)
C (-4.12756, -2.60053, -0.63530)
N (-2.79379, -2.71238, -0.58508)
N (-2.19357, -1.58459, -1.07358)
C (-3.20919, -0.75269, -1.39967)
H (-4.77233, -3.40892, -0.32360)
H (-2.25353, -3.53587, -0.38253)
H (-3.01304, 0.22001, -1.80984)



Tell me which of them is the most stable. Sure, it is one.



one | Molecular formula: C7H14O
Method: DFT, the ωB97M-V functional and the def2-TZVPD basis

Computed properties:
HOMO-LUMO gap (spin up / spin down)	8.7 / 7.4	eV
LUMO (spin up / spin down)	0.8798 / 0.2505	eV

Element x y z (Å)
C (-0.07936, -0.86077, -0.95970)
C (-1.38688, 0.74717, 0.18491)
C (-0.04160, -2.34827, -1.04033)
C (-1.63774, 1.49800, 1.48012)
C (2.31053, 0.56558, -0.75562)
C (-0.06838, -0.17471, 0.31071)
C (1.11252, 0.68867, 0.12447)
O (-0.15920, -1.01610, 1.42949)
H (0.26039, -0.55661, 2.16528)
H (-0.31889, -0.31494, -1.85380)
H (-1.25145, 1.43547, -0.64689)
H (-2.23977, 0.09940, -0.02457)
H (0.89902, 1.74130, 0.31568)
H (0.39920, -2.70086, -1.97032)
H (0.49189, -2.76965, -0.19052)
H (-1.06736, -2.73587, -1.00036)
H (-2.50604, 2.14457, 1.36072)
H (-0.78108, 2.11594, 1.74429)
H (-1.83685, 0.80324, 2.29404)
H (3.16403, 1.07937, -0.30427)
H (2.14544, 1.04030, -1.73354)
H (2.59158, -0.48124, -0.92980)



two | Molecular formula: C7H14O
Method: DFT, the ωB97M-V functional and the def2-TZVPD basis

Computed properties:
HOMO-LUMO gap	9.7	eV
SMILES	C=C(C)CCCCO
LUMO	0.8989	eV

Element x y z (Å)
C (-2.37332, 1.36746, 0.74557)
C (-1.58605, 0.30857, 0.95228)
C (-1.52178, -0.25185, 2.34295)
C (-0.72610, -0.32815, -0.10357)
C (0.75063, -0.51762, 0.28405)
C (1.73847, 0.26269, -0.59938)
C (1.58277, -0.09987, -2.12411)
O (2.84213, -0.74325, -2.33468)
H (-2.85716, 1.65643, -0.18282)
H (-2.72628, 2.03117, 1.52352)
H (-2.45677, -0.11575, 2.89904)
H (-1.24056, -1.31573, 2.27317)
H (-0.73642, 0.17663, 2.98898)
H (-0.75888, 0.27758, -1.00606)
H (-1.22317, -1.31454, -0.23038)
H (0.99641, -1.58358, 0.21997)
H (0.85064, -0.15192, 1.30528)
H (2.73064, 0.03132, -0.20263)
H (1.58366, 1.32413, -0.41589)
H (1.43158, 0.73276, -2.82275)
H (0.78416, -0.83613, -2.22801)
H (2.91539, -0.91034, -3.28454)



Tell me which of them is the most stable. Sure, it is two.